{
  "formula": "C7H16NO2PS",
  "method": "wB97M-V/def2-TZVPD",
  "total_energy_ha": -1221.00343,
  "gap_ev": 9.44,
  "largest_force_ev_per_a": 1.65,
  "relative_energy_kcal_mol": 94.92,
  "total_charge": 0,
  "smiles": "C=[S@@](=O)(O[PH2]=N)C1CCCCC1",
  "symbols": ["C", "S", "O", "O", "P", "N", "C", "C", "C", "C", "C", "C", "H", "H", "H", "H", "H", "H", "H", "H", "H", "H", "H", "H", "H", "H", "H", "H"],
  "positions_angstrom": [[2.37911, 1.67838, 1.28890], [2.04623, 0.86034, -0.09690], [2.80396, 1.31460, -1.22092], [2.24377, -0.93076, -0.24694], [2.25361, -2.05402, 0.83394], [1.55383, -1.55757, 2.12995], [0.26560, 0.97723, -0.48852], [-0.05746, 0.12169, -1.69736], [-1.54420, 0.23228, -2.03203], [-2.37830, -0.19804, -0.82930], [-2.05661, 0.68168, 0.37371], [-0.56739, 0.60923, 0.72049], [3.43196, 1.86755, 1.40773], [1.88862, 1.26497, 2.14809], [3.59581, -2.44699, 0.85040], [1.70226, -3.10805, 0.08698], [1.56597, -2.20919, 2.89558], [0.17155, 2.03903, -0.72892], [0.18108, -0.91841, -1.46789], [0.56030, 0.43391, -2.54059], [-1.77212, -0.39328, -2.89576], [-1.78633, 1.26540, -2.29147], [-3.44117, -0.12724, -1.06815], [-2.15791, -1.24044, -0.58647], [-2.32075, 1.71656, 0.14268], [-2.64363, 0.36924, 1.23831], [-0.35088, 1.29128, 1.54314], [-0.30178, -0.40102, 1.03830]]
}